[1]
Molecular formula: C23H21FN4O4
Method: DFT, ωB97M-V/def2-TZVPD

Results
DFT total energy: -1508.89084 hartree
SMILES: NC(=O)C[C@@H](NC(=O)c1ccccc1)c1ccc(NCc2ccc(F)cc2)c([N+](=O)[O-])c1
Net charge: 0
Spin multiplicity: 1

Element x y z (Å)
N  2.0582  4.4170  -0.0073
C  2.4725  3.1395  -0.0997
O  2.8967  2.5317  0.8645
C  2.3960  2.5194  -1.4868
C  1.7259  1.1350  -1.4055
N  2.5868  0.2446  -0.6620
C  3.0110  -0.9403  -1.1542
O  2.6579  -1.3598  -2.2428
C  3.9425  -1.6960  -0.2672
C  4.8182  -2.5950  -0.8692
C  5.7039  -3.3300  -0.1042
C  5.7129  -3.1832  1.2731
C  4.8305  -2.3048  1.8806
C  3.9480  -1.5607  1.1179
C  0.3524  1.1901  -0.7672
C  -0.1824  0.0392  -0.1679
C  -1.4129  0.0461  0.4323
C  -2.2066  1.2116  0.4936
N  -3.3944  1.2275  1.1233
C  -3.9842  0.1013  1.7996
C  -4.4173  -1.0051  0.8617
C  -4.3519  -2.3320  1.2676
C  -4.7638  -3.3501  0.4274
C  -5.2374  -3.0219  -0.8298
F  -5.6393  -4.0079  -1.6557
C  -5.3107  -1.7101  -1.2613
C  -4.9003  -0.7045  -0.4057
C  -1.6710  2.3676  -0.1294
N  -2.3366  3.6103  -0.1483
O  -1.7478  4.5790  -0.6014
O  -3.4823  3.6876  0.2955
C  -0.4166  2.3256  -0.7534
H  2.0679  4.8607  0.8971
H  1.6373  4.9165  -0.7705
H  3.4175  2.3782  -1.8478
H  1.8732  3.1658  -2.1889
H  1.6359  0.7035  -2.4134
H  2.9499  0.6337  0.1998
H  4.7867  -2.7015  -1.9432
H  6.3853  -4.0196  -0.5801
H  6.4026  -3.7570  1.8745
H  4.8294  -2.1991  2.9556
H  3.2551  -0.8937  1.6100
H  0.3882  -0.8765  -0.1942
H  -1.7943  -0.8654  0.8610
H  -3.9132  2.0983  1.0656
H  -3.2847  -0.3008  2.5422
H  -4.8610  0.4725  2.3383
H  -3.9777  -2.5745  2.2517
H  -4.7186  -4.3835  0.7318
H  -5.6853  -1.4896  -2.2480
H  -4.9552  0.3238  -0.7290
H  -0.0969  3.2365  -1.2307

---

[2]
Molecular formula: C4H9N3O
Method: DFT, ωB97M-V/def2-TZVPD

Results
Net charge: 0
ΔE to the lowest compared entry with this formula, charge and spin: 5.796 eV
Spin multiplicity: 1

Element x y z (Å)
C  0.2495  0.0342  -0.7085
C  0.9629  0.5279  0.3560
C  0.5411  -1.2947  -1.3385
C  0.9566  1.9832  0.7364
N  -1.7129  -0.4564  0.3632
O  -2.4419  -1.5825  -0.0541
N  -1.2398  -0.5807  1.5618
N  -0.2573  -0.2658  2.0915
H  -3.2533  -1.2068  -0.4200
H  -0.3425  0.7265  -1.2962
H  1.7909  -0.0630  0.7306
H  -0.3741  -1.7999  -1.6488
H  1.1659  -1.1632  -2.2273
H  1.0747  -1.9506  -0.6487
H  0.0366  2.4729  0.4123
H  1.7983  2.5073  0.2742
H  1.0455  2.1116  1.8160

---

[3]
Molecular formula: C24H24N2O4
Method: DFT, ωB97M-V/def2-TZVPD

Results
SMILES: CN(C)CCCN1C(=O)C(O)=C(C(=O)c2cc3ccccc3o2)[C@H]1c1ccccc1
Net charge: 0
ΔE to the lowest compared entry with this formula, charge and spin: 1.730 eV
Spin multiplicity: 1

Element x y z (Å)
C  -4.6816  -1.3605  0.6531
N  -4.5319  -0.0133  0.1431
C  -5.8302  0.5875  -0.0874
C  -3.6929  0.7913  1.0189
C  -3.2222  2.0787  0.3437
C  -2.5066  1.8048  -0.9824
N  -1.0954  1.5329  -0.8188
C  -0.2040  2.4396  -0.3851
O  -0.3893  3.5588  0.0642
C  1.1519  1.8464  -0.5744
O  2.2040  2.5956  -0.2622
C  1.0245  0.6276  -1.1399
C  2.0115  -0.3387  -1.6170
O  1.7395  -1.1623  -2.4764
C  3.3479  -0.2750  -1.0200
C  4.5144  -0.8088  -1.4996
C  5.5201  -0.4791  -0.5528
C  6.8933  -0.7074  -0.4468
C  7.5481  -0.2190  0.6600
C  6.8684  0.4876  1.6577
C  5.5122  0.7269  1.5794
C  4.8482  0.2386  0.4631
O  3.5389  0.3516  0.1724
C  -0.4504  0.3329  -1.3113
C  -0.8150  -0.9054  -0.5231
C  -1.3257  -2.0271  -1.1562
C  -1.5956  -3.1740  -0.4286
C  -1.3608  -3.2045  0.9352
C  -0.8548  -2.0833  1.5731
C  -0.5800  -0.9392  0.8463
H  -5.2509  -1.9493  -0.0650
H  -3.6999  -1.8147  0.7708
H  -5.2041  -1.3925  1.6224
H  -5.7120  1.5501  -0.5791
H  -6.4065  -0.0611  -0.7454
H  -6.3992  0.7340  0.8446
H  -2.8193  0.1871  1.2744
H  -4.2163  1.0471  1.9579
H  -4.0732  2.7317  0.1521
H  -2.5487  2.6138  1.0129
H  -2.9687  0.9408  -1.4621
H  -2.6067  2.6816  -1.6322
H  1.8489  3.4417  0.0751
H  4.6232  -1.3524  -2.4155
H  7.4179  -1.2525  -1.2162
H  8.6104  -0.3802  0.7675
H  7.4219  0.8548  2.5087
H  4.9828  1.2728  2.3434
H  -0.6910  0.1719  -2.3690
H  -1.4976  -2.0107  -2.2216
H  -1.9885  -4.0463  -0.9288
H  -1.5693  -4.1001  1.5017
H  -0.6686  -2.1027  2.6369
H  -0.1710  -0.0679  1.3386